# C64H166F6N14O18Zn

C64H166F6N14O18Zn as an isolated structure (ωB97M-V/def2-TZVPD, OMol25).

Its total energy is -191475.4863 eV. As for the multiplicity: 1. As for the gap between HOMO and LUMO: 2.8 eV. The charge is 0.

```
269
C64H166F6N14O18Zn, DFT ωB97M-V/def2-TZVPD
Zn 4.32988 15.37426 -25.83156
C 0.95858 11.47148 -25.78325
O 0.65244 11.75961 -27.11625
O 1.87165 12.50878 -25.46636
C -0.32446 11.36617 -24.92437
F -0.77480 12.55725 -24.41898
F -1.39562 10.86862 -25.64349
F -0.16029 10.51255 -23.87005
C 1.31816 10.95221 -28.12521
C 0.81378 11.35491 -29.53227
H 1.38316 10.85602 -30.31651
H -0.25570 11.14710 -29.56593
H 0.90891 12.43406 -29.65261
H 1.04497 9.90905 -27.96617
H 2.40253 10.87138 -28.04966
H 1.41529 10.48223 -25.75333
C 7.55685 14.33473 -30.05370
O 8.01572 15.66772 -30.24702
O 6.88047 14.36045 -28.84083
C 6.90742 13.91266 -31.40927
F 6.75033 12.63022 -31.40861
F 5.69114 14.45727 -31.59265
F 7.56311 14.26377 -32.51073
C 9.39363 15.87240 -30.53066
C 9.67771 17.43312 -30.75205
H 9.34169 18.05614 -29.92319
H 10.73766 17.66583 -30.85441
H 9.32545 17.76050 -31.73023
H 9.69660 15.33473 -31.42912
H 10.00831 15.47727 -29.72186
H 8.44585 13.72292 -29.90044
C -0.52769 4.96958 -33.99450
C -1.18370 5.25238 -32.62500
C -2.73346 5.38857 -32.65398
O -3.36762 6.17533 -33.68435
C -3.38282 7.57528 -33.48218
N -0.70468 4.10285 -31.78949
H -0.98225 4.11210 -34.49068
H 0.55927 4.92184 -33.92876
H -0.71139 5.79577 -34.68136
H -0.72062 6.13001 -32.17398
H -2.97452 5.83340 -31.68852
H -3.07404 4.35444 -32.60220
H -3.77015 8.14505 -34.32683
H -2.34698 7.88817 -33.35086
H -4.07363 7.78618 -32.66585
H -1.17697 3.26931 -32.10925
H -1.00436 4.25502 -30.83705
C 6.88847 19.12670 -23.76942
C 7.48833 18.01973 -24.63914
C 7.99199 16.67868 -23.95691
O 6.84176 15.88425 -23.75003
C 6.94572 14.83933 -22.80947
N 6.54903 17.69812 -25.74689
H 6.74381 20.09834 -24.24174
H 7.53282 19.24725 -22.89856
H 5.95007 18.79982 -23.32148
H 8.30271 18.45656 -25.21711
H 8.43851 16.98630 -23.01134
H 8.72517 16.17089 -24.58356
H 7.39946 15.17490 -21.87694
H 7.57632 14.05618 -23.23032
H 5.98304 14.42757 -22.50648
H 7.09945 17.28935 -26.48855
H 6.33422 18.61359 -26.11547
C -7.10805 16.21605 -20.01047
C -6.01580 15.18660 -20.50937
C -6.49044 13.72007 -20.54638
O -6.80469 13.20823 -19.19531
C -7.40878 11.94642 -19.35388
N -5.55951 15.64747 -21.78062
H -7.09324 16.43904 -18.94363
H -8.14563 15.91328 -20.15143
H -7.01569 17.18655 -20.49800
H -5.17648 15.27567 -19.81966
H -5.77993 13.06345 -21.04851
H -7.35314 13.71283 -21.21256
H -8.07455 11.99352 -20.21564
H -8.01284 11.68237 -18.48584
H -6.54249 11.30035 -19.49613
H -5.35420 16.63161 -21.68357
H -4.75236 15.18062 -22.16877
C 8.49337 6.02977 -26.85384
C 7.92908 7.17339 -27.69348
C 6.64397 6.79696 -28.38130
O 6.96179 5.96928 -29.51591
C 5.88775 5.59928 -30.33841
N 7.59439 8.26856 -26.81766
H 7.83229 5.70351 -26.05095
H 9.46902 6.25788 -26.42467
H 8.55903 5.11048 -27.43582
H 8.54686 7.55620 -28.50582
H 6.14611 7.71188 -28.70250
H 5.98389 6.31310 -27.66139
H 6.42070 5.21804 -31.20945
H 5.22819 6.43283 -30.57980
H 5.34923 4.82170 -29.79670
H 7.18487 9.09911 -27.22089
H 6.92864 7.92797 -26.13879
C -5.76109 13.90764 -31.92271
C -5.66362 15.41686 -31.80220
C -4.71328 15.79737 -30.61525
O -5.14513 15.41769 -29.30596
C -4.30990 14.43147 -28.68374
N -5.11130 15.90515 -33.04415
H -5.93433 13.46815 -30.94040
H -4.80251 13.55173 -32.30027
H -6.48634 13.55922 -32.65805
H -6.64065 15.86223 -31.61468
H -4.68037 16.88620 -30.65370
H -3.67049 15.64558 -30.89390
H -4.16171 13.54230 -29.29653
H -4.81304 14.20605 -27.74345
H -3.31571 14.82226 -28.46699
H -5.16138 16.91242 -32.98933
H -5.79113 15.71584 -33.76671
C 0.25377 13.20230 -17.59868
C -0.52680 12.48952 -16.51959
C -0.50935 10.96543 -16.71807
O -1.01910 10.27751 -15.60981
C -2.32086 10.67735 -15.24423
N 0.16538 12.85197 -15.29360
H 0.17379 14.27235 -17.40711
H -0.29538 13.04809 -18.52753
H 1.28172 12.84146 -17.63330
H -1.57964 12.77160 -16.51269
H 0.47317 10.52271 -16.88164
H -1.10289 10.81940 -17.62055
H -2.98996 10.61760 -16.10262
H -2.36783 11.68023 -14.81983
H -2.67168 9.88899 -14.57825
H 1.15341 12.76891 -15.48597
H 0.02460 12.04430 -14.70372
C 4.80024 19.38980 -33.98596
C 3.85091 19.87756 -32.90328
C 3.19779 21.15231 -33.38767
O 4.20127 22.13511 -33.85183
C 3.62209 23.42320 -34.09901
N 2.87010 18.83787 -32.64375
H 5.48185 20.19960 -34.24620
H 4.27053 19.08395 -34.88816
H 5.42092 18.56651 -33.63235
H 4.49693 20.18643 -32.08148
H 2.66823 21.56018 -32.52669
H 2.34235 21.01602 -34.04930
H 4.34149 24.04640 -34.63022
H 3.48404 23.87912 -33.11861
H 2.74368 23.48258 -34.74164
H 2.24623 18.75329 -33.43351
H 3.43269 18.00415 -32.55152
C 2.59545 6.00071 -40.62170
C 3.37355 7.27642 -40.56693
C 4.26366 7.50125 -39.29405
O 3.34024 7.44709 -38.22097
C 3.91952 7.76132 -36.95310
N 4.13165 7.23321 -41.85089
H 3.24726 5.12733 -40.64283
H 1.97417 6.01552 -41.51718
H 2.05735 5.79413 -39.69656
H 2.65067 8.08922 -40.63690
H 4.59114 8.54000 -39.33710
H 5.03270 6.74554 -39.13407
H 4.86978 7.23432 -36.86715
H 3.11067 7.58974 -36.24287
H 4.16507 8.82082 -37.02551
H 4.78515 6.47559 -41.71295
H 4.69638 8.05681 -42.00208
C 1.85051 2.52900 -26.22504
C 0.77530 2.90078 -25.22288
C -0.73369 2.73270 -25.59308
O -1.12791 3.73304 -26.61933
C -1.16250 5.09662 -26.18638
N 1.10718 2.21762 -24.02482
H 1.93131 3.31507 -26.97582
H 1.59247 1.64996 -26.81563
H 2.85524 2.40357 -25.82145
H 0.95635 3.96145 -25.04880
H -1.31635 2.87990 -24.68372
H -0.89340 1.72903 -25.98710
H -0.18134 5.42376 -25.84230
H -1.87409 5.32966 -25.39428
H -1.42059 5.78345 -26.99245
H 0.54687 2.59988 -23.27648
H 2.03776 2.43536 -23.69816
C 0.21329 13.55574 -36.85687
C 1.38774 14.39804 -36.28822
C 2.66384 14.14550 -37.01813
O 2.59438 14.44560 -38.44507
C 3.90016 14.27498 -39.00998
N 0.88237 15.72870 -36.31519
H 0.01177 13.82661 -37.89327
H -0.76745 13.81758 -36.45980
H 0.22148 12.46668 -36.81239
H 1.48385 14.24972 -35.21265
H 2.81975 13.06717 -37.04960
H 3.54093 14.51739 -36.48849
H 4.77609 14.54537 -38.42028
H 3.90372 14.99527 -39.82807
H 3.98421 13.32893 -39.54479
H -0.12734 15.73214 -36.29133
H 1.22567 16.18453 -37.14854
C 0.86854 4.47597 -15.41578
C 0.00179 3.90435 -16.55882
C 0.55829 4.36584 -17.91470
O -0.32734 3.98379 -18.93573
C -1.20794 5.03451 -19.25039
N -0.08017 2.44046 -16.43707
H 0.51299 3.95052 -14.52945
H 0.61488 5.50389 -15.15666
H 1.93581 4.30493 -15.55637
H -1.00603 4.30637 -16.45502
H 1.54363 3.92819 -18.07491
H 0.86442 5.41039 -17.97218
H -0.73333 6.01517 -19.21630
H -2.07904 4.99147 -18.59661
H -1.53663 4.88179 -20.27837
H -0.60499 2.14511 -17.24790
H 0.85276 2.07476 -16.56362
C 6.57644 6.97315 -16.77293
C 7.31452 7.74779 -17.92524
C 6.43420 8.40442 -19.04368
O 5.74966 7.37242 -19.77116
C 4.96669 7.98528 -20.82072
N 7.81956 8.84238 -17.19339
H 7.30889 6.54070 -16.09132
H 6.10581 6.18684 -17.36312
H 5.76515 7.48585 -16.25618
H 8.12266 7.13178 -18.31963
H 7.01755 8.98878 -19.75525
H 5.72039 9.12756 -18.64917
H 4.33399 7.25263 -21.32173
H 5.51616 8.43547 -21.64747
H 4.27572 8.75314 -20.47278
H 8.21843 8.42587 -16.36422
H 8.61427 9.25159 -17.66358
C 0.03893 18.50170 -27.22247
C 1.17882 18.15182 -26.37593
C 0.82052 17.92035 -24.92791
O 2.07332 17.52693 -24.33600
C 1.94894 17.29475 -22.91673
N 1.69342 16.94287 -27.01236
H -0.84105 17.88259 -27.04802
H 0.18621 18.63914 -28.29369
H -0.25466 19.49863 -26.89379
H 1.98634 18.85322 -26.58583
H 0.07389 17.14379 -24.76180
H 0.56110 18.81719 -24.36535
H 1.07720 16.65804 -22.76587
H 1.85601 18.18103 -22.28905
H 2.72869 16.62673 -22.55088
H 1.67429 17.21412 -27.98507
H 0.91687 16.29726 -26.99653
C -11.26600 7.55058 -25.05926
C -11.16591 8.97248 -25.66922
C -10.32747 9.00201 -26.93720
O -9.15973 8.30129 -26.82077
C -8.04962 9.04915 -26.43800
N -12.46674 9.48393 -25.88314
H -10.28647 7.09811 -24.90467
H -12.00541 6.90368 -25.53138
H -11.59367 7.58483 -24.02024
H -10.65363 9.68516 -25.02287
H -10.12842 9.98438 -27.36550
H -10.97886 8.62825 -27.72719
H -7.13831 8.47065 -26.28658
H -8.06729 9.70722 -25.56924
H -7.68935 9.64927 -27.27356
H -13.01975 9.62056 -25.04910
H -12.36109 10.36838 -26.35924
```